# 1
Below is a 2-piece molecular cluster, C14H16O overall, with properties calculated with the ωB97M-V functional and the def2-TZVPD basis.

The geometry in XYZ format:
```
31
Properties=species:S:1:pos:R:3:forces:R:3:lowdin_charge:R:1
C 0.367271 2.666226 1.913732 -0.61 0.71 -0.07 -0.058
C -0.787167 0.518213 2.548190 -1.10 0.46 -0.61 -0.057
C -0.877447 1.864650 2.223312 0.80 0.04 -0.50 -0.282
C -1.975514 -0.222120 2.623229 0.95 -0.50 0.89 -0.096
C -3.202117 0.351392 2.394764 0.02 0.63 -0.69 -0.099
C -2.113285 2.434918 1.907867 -0.05 -0.32 -0.65 -0.061
C -3.254212 1.657647 1.885374 -0.15 -0.24 1.61 -0.082
H 0.183299 0.055245 2.615056 0.10 -0.15 0.34 0.099
H -1.881123 -1.246590 2.968350 -0.26 -0.05 -0.12 0.101
H 0.394914 2.760717 0.830587 0.41 -0.19 -0.22 0.080
H 1.309986 2.281688 2.290011 -0.07 -0.25 0.05 0.073
H -4.127376 -0.163118 2.583132 -0.09 -0.37 -0.15 0.096
H -2.156276 3.450079 1.529991 0.07 0.08 0.19 0.111
H -4.232436 2.081075 1.724282 -0.04 0.22 -0.36 0.098
H 0.256298 3.704546 2.239598 0.06 -0.10 0.28 0.076
C 3.722090 -0.084799 -0.638796 -0.44 0.54 -0.33 -0.055
C 1.325730 -0.869843 -0.590137 0.03 0.70 -0.08 -0.047
C 2.466513 -0.579292 -1.326488 0.77 -0.69 -0.28 -0.285
C 0.212438 -1.466493 -1.164752 0.43 0.53 0.06 -0.005
C 0.240697 -1.721950 -2.525199 -0.24 -1.52 0.12 -0.311
C 2.473306 -0.875431 -2.688706 -0.70 0.88 -0.16 -0.050
C 1.348176 -1.406778 -3.303425 -0.03 0.64 0.30 -0.028
O -0.790647 -2.507550 -3.011663 0.03 0.66 1.28 0.046
H 1.300333 -0.457371 0.413557 -0.14 -0.54 0.21 0.098
H -0.661451 -1.682469 -0.568318 -0.10 -0.09 -0.11 0.116
H 3.701931 -0.460209 0.381107 0.35 0.23 0.12 0.073
H 3.784265 1.008421 -0.664139 -0.20 -0.01 0.38 0.078
H 3.253870 -0.477646 -3.327719 0.31 -0.38 0.14 0.113
H -0.812524 -2.428104 -3.944663 -0.06 -0.01 -1.49 0.074
H 1.299893 -1.426326 -4.382154 0.01 -0.46 -0.14 0.110
H 4.635085 -0.386369 -1.145918 -0.04 -0.45 0.00 0.072
```
Forces are in eV/Å.

Values from the calculation:
E_tot (Ha): -618.2917
Largest force on an atom (hartree/bohr): 0.032
SMILES: Cc1ccc(O)cc1.Cc1ccccc1
LUMO level (eV): 0.90


# 2
Below is an isolated ion of composition C9H13N4S and charge +1, with properties calculated with the ωB97M-V functional and the def2-TZVPD basis.

The geometry in XYZ format:
```
27
Properties=species:S:1:pos:R:3:forces:R:3:lowdin_charge:R:1
C 1.446828 1.410566 0.165135 -0.23 1.17 1.95 0.085
C 0.593038 0.444417 0.558223 -0.89 -2.56 -3.14 -0.195
C 1.057736 1.554843 2.385206 -0.03 1.12 -0.09 -0.167
C 1.288308 2.061653 3.656260 -0.75 0.29 -1.36 0.078
C 2.105461 3.142100 3.699213 0.74 -0.96 1.68 -0.077
C 0.617474 -2.102161 0.402585 -5.17 1.34 2.88 -0.070
C 0.586469 -0.778227 -1.800606 0.61 1.72 1.62 -0.074
C -2.532235 -1.029934 -1.827606 -2.71 1.80 4.07 -0.314
C 0.072403 -0.837459 -0.367887 -0.18 1.16 3.02 -0.685
N 2.724915 3.671813 2.657672 0.81 0.29 -0.98 0.083
N 2.569369 3.166808 1.500267 0.36 1.13 -1.02 0.115
N 1.729667 2.177144 1.351840 -1.30 -2.69 -0.01 0.013
N 0.286319 0.572281 1.886467 1.43 0.80 0.48 0.190
S -1.784726 -0.769823 -0.139650 0.19 0.47 -0.95 0.861
H 1.661084 1.822736 -0.779230 0.63 -0.01 -0.87 0.129
H 0.725926 1.759525 4.484322 -0.36 -0.76 1.24 0.120
H 2.510966 3.421135 4.658854 -0.43 0.79 0.16 0.133
H 0.707863 -1.917368 1.567882 0.27 -0.48 -2.51 0.119
H 1.441018 -2.363801 -0.096904 3.56 -1.46 -1.15 0.022
H -0.214879 -2.866764 0.315652 1.31 0.55 0.00 0.092
H 0.313443 0.273466 -2.137382 0.45 -1.65 -0.51 0.117
H 0.227399 -1.625538 -2.361038 -0.42 0.14 -0.46 0.085
H 1.684669 -0.926224 -1.685073 -0.56 0.48 -0.56 0.104
H -2.078408 -1.829828 -2.174880 2.27 -3.54 -2.32 -0.034
H -2.670051 -0.199743 -2.469494 0.28 0.84 -0.42 0.039
H -3.520736 -1.421829 -1.482138 0.49 0.54 -0.52 0.057
H -0.245069 -0.007130 2.507762 -0.37 -0.52 -0.25 0.177
```
Forces are in eV/Å.

Values from the calculation:
E_tot (Ha): -967.5986
Largest force on an atom (hartree/bohr): 0.118
SMILES: CSC(C)(C)c1cn2nnccc2[nH+]1
Net charge: +1
LUMO level (eV): -4.60


# 3
Below is one molecule with the formula C27H30N2O3, with properties calculated with the ωB97M-V functional and the def2-TZVPD basis.

The geometry in XYZ format:
```
62
Properties=species:S:1:pos:R:3:forces:R:3:lowdin_charge:R:1
C 3.677562 0.978724 -0.107029 0.11 -0.16 -0.08 -0.089
H 3.019451 0.180573 -0.465828 0.01 0.02 -0.01 0.088
O 2.943551 2.047134 0.440988 -0.21 0.26 0.10 -0.100
C 2.054363 2.702791 -0.361362 -0.11 0.12 0.03 -0.304
C 1.325031 3.726024 0.241307 0.24 -0.26 -0.01 -0.001
C 0.374735 4.438577 -0.464065 -0.10 0.15 -0.20 -0.017
C 0.129176 4.136371 -1.800567 0.34 -0.22 -0.06 -0.296
C 0.872816 3.128126 -2.407830 -0.32 0.34 0.05 0.005
C 1.824291 2.416437 -1.703166 0.21 -0.13 0.22 -0.013
H 2.372667 1.638644 -2.209486 0.07 -0.09 -0.02 0.107
H 0.683306 2.905862 -3.446064 -0.03 -0.04 -0.12 0.122
O -0.814315 4.736618 -2.589519 0.06 -0.19 -0.05 -0.045
C -1.750840 5.606095 -1.998824 -0.20 0.29 -0.02 -0.147
C -2.621808 4.974002 -0.936905 0.01 0.00 0.00 -0.198
C -2.595596 3.607520 -0.711602 -0.17 -0.01 0.03 0.017
C -3.335252 3.045988 0.323252 -0.16 0.26 -0.14 -0.122
C -4.175428 3.848102 1.083521 0.04 -0.15 -0.02 -0.013
C -4.231486 5.209315 0.837520 -0.05 0.01 0.05 -0.063
C -3.441982 5.773903 -0.148544 0.13 -0.10 -0.15 -0.035
H -3.464327 6.841269 -0.316055 -0.01 0.14 0.00 0.116
H -4.880801 5.837098 1.429029 -0.05 0.05 0.06 0.105
H -4.765567 3.398348 1.866983 -0.07 -0.05 0.07 0.120
C -3.204658 1.589208 0.638307 0.18 0.14 -0.01 -0.418
O -4.148724 0.877025 0.904134 -0.15 -0.09 0.09 0.086
N -1.898047 1.191471 0.616254 0.29 0.24 -0.11 0.144
C -1.351730 -0.070094 0.868960 -0.04 -0.43 0.06 -0.210
C -2.121891 -1.221615 0.981643 -0.22 0.16 -0.03 -0.001
C -1.504658 -2.438973 1.208988 0.31 0.00 0.04 -0.028
C -0.126712 -2.535794 1.335634 -0.14 -0.07 0.03 -0.228
C 0.635527 -1.377577 1.228662 -0.12 0.00 0.01 -0.031
C 0.034560 -0.159500 0.994048 -0.10 0.02 0.02 -0.003
H 0.632435 0.737280 0.915368 0.11 0.12 0.00 0.097
H 1.707884 -1.449658 1.325343 0.13 0.01 -0.01 0.111
C 0.553113 -3.854334 1.591469 0.08 -0.01 0.03 -0.159
N 1.722108 -3.998042 0.739634 0.04 0.07 0.13 -0.179
C 2.641411 -5.040515 1.150048 0.01 -0.22 0.16 -0.199
C 2.148084 -6.459679 0.842547 0.19 0.17 -0.14 -0.186
C 1.852493 -6.582850 -0.650240 -0.27 -0.06 0.15 -0.209
C 0.865269 -5.497296 -1.072212 0.26 0.12 0.01 -0.181
C 1.404188 -4.118053 -0.671721 -0.19 -0.03 -0.21 -0.188
H 0.680980 -3.339714 -0.926241 0.10 0.01 -0.07 0.118
H 2.327771 -3.921813 -1.227765 -0.04 0.02 -0.08 0.122
H -0.098737 -5.669492 -0.589056 -0.09 -0.03 -0.03 0.106
H 0.705995 -5.524565 -2.151459 -0.09 0.01 -0.02 0.109
H 1.449011 -7.572188 -0.877882 0.08 -0.01 -0.06 0.106
H 2.782823 -6.461873 -1.211658 0.06 -0.04 -0.05 0.110
H 1.242000 -6.665677 1.416499 -0.03 -0.06 0.06 0.107
H 2.907614 -7.183749 1.142480 -0.02 -0.04 0.08 0.107
H 2.838083 -4.929168 2.219464 0.06 0.03 -0.03 0.115
H 3.581442 -4.868500 0.613543 0.05 -0.05 0.06 0.120
H -0.178877 -4.669874 1.476416 0.01 0.05 0.08 0.114
H 0.904603 -3.872025 2.629438 -0.03 -0.11 -0.05 0.131
H -2.113476 -3.328470 1.288979 -0.05 -0.11 -0.01 0.112
H -3.193277 -1.158190 0.892429 -0.04 0.02 -0.01 0.100
H -1.208270 1.916891 0.466301 -0.17 -0.02 0.02 0.129
H -2.004450 2.969368 -1.351618 0.08 -0.02 0.00 0.129
H -2.373892 5.939140 -2.836492 0.12 0.02 0.15 0.141
H -1.249452 6.492152 -1.580683 -0.05 -0.11 -0.06 0.135
H -0.173842 5.217409 0.041812 -0.07 0.06 0.03 0.118
H 1.515283 3.949570 1.279372 0.02 0.03 0.13 0.123
H 4.292801 0.598767 0.706850 -0.01 -0.02 -0.09 0.096
H 4.325668 1.313473 -0.923350 -0.03 -0.02 0.01 0.096
```
Forces are in eV/Å.

Values from the calculation:
E_tot (Ha): -1382.1021
Largest force on an atom (hartree/bohr): 0.009
SMILES: COc1ccc(OCc2cccc(C(=O)Nc3ccc(CN4CCCCC4)cc3)c2)cc1
LUMO level (eV): 0.65


# 4
Below is C5H10O as an isolated structure, with properties calculated with the ωB97M-V functional and the def2-TZVPD basis.

The geometry in XYZ format:
```
16
Properties=species:S:1:pos:R:3:forces:R:3:lowdin_charge:R:1
O 2.238183 0.782855 -0.352274 -2.24 0.44 0.57 -0.196
C 2.046671 -0.515347 -0.149543 0.78 -1.70 -0.63 -0.540
C 0.727863 -1.048796 -0.593280 -0.82 2.48 0.52 0.022
C -0.449891 0.236486 0.356234 2.52 -0.99 -0.23 -0.213
C -1.785366 0.052790 -0.348889 -0.22 -0.16 -0.33 -0.155
C -1.476564 1.363448 0.184552 0.06 0.68 -0.42 -0.128
H 0.706513 0.966240 0.043776 0.46 -1.10 -0.33 0.217
H 2.327600 -0.928776 0.848138 -0.21 0.25 -0.19 0.119
H 2.610126 -1.178391 -0.889200 0.29 0.34 0.30 0.140
H 0.435562 -2.052414 -0.315683 -0.24 -0.07 0.27 0.099
H 0.450207 -0.767372 -1.609496 0.20 -0.12 0.11 0.097
H -0.377856 -0.146996 1.371963 -0.24 0.10 -0.16 0.116
H -1.779023 -0.074710 -1.423594 0.12 -0.06 0.03 0.107
H -2.494938 -0.552165 0.167264 -0.41 -0.33 0.24 0.102
H -1.219002 2.148542 -0.505715 0.01 0.16 -0.05 0.107
H -1.950883 1.684806 1.090926 -0.06 0.09 0.30 0.105
```
Forces are in eV/Å.

Values from the calculation:
E_tot (Ha): -271.5474
Largest force on an atom (hartree/bohr): 0.053
LUMO level (eV): 0.55


# 5
Below is C12H20N8OSV as an isolated structure, with properties calculated with the ωB97M-V functional and the def2-TZVPD basis.

The geometry in XYZ format:
```
43
Properties=species:S:1:pos:R:3:forces:R:3:lowdin_spin:R:1
V 0.147149 0.817855 0.116384 -0.15 -0.84 0.38 0.644
N -3.424928 -0.193844 2.508886 -0.13 0.00 0.02 0.002
C -2.221459 0.048942 2.011318 0.26 0.06 -0.23 0.009
S -2.105257 0.449578 0.292076 -0.13 -0.07 -0.02 0.072
N -1.167332 -0.016889 2.774849 -0.32 -0.07 0.47 0.002
N -0.018763 0.253465 2.133658 0.27 -0.01 -0.32 -0.009
C 1.063408 0.243408 2.830081 -0.10 -0.14 -0.04 0.007
C 2.304374 0.470724 2.115627 0.03 0.03 -0.24 0.003
C 3.540375 0.523463 2.726842 0.10 -0.06 0.04 0.001
C 4.669234 0.701761 1.936878 0.01 0.00 0.02 0.000
C 4.525150 0.824640 0.563749 0.03 -0.01 0.04 0.003
C 3.253864 0.783448 0.021016 -0.05 -0.03 0.00 0.001
N 2.162115 0.614073 0.774874 -0.22 0.09 -0.05 0.005
H -4.243471 -0.198949 1.924023 0.01 0.00 0.01 0.000
H -3.519453 -0.444722 3.481783 0.02 -0.01 -0.01 0.000
H 1.033478 0.015846 3.889172 -0.02 0.06 0.03 0.000
H 3.614483 0.413899 3.800381 0.02 -0.01 -0.01 0.000
H 5.651254 0.738678 2.389732 -0.01 0.00 0.00 0.000
H 5.381059 0.954188 -0.082848 -0.01 0.00 0.00 0.000
H 3.103782 0.887044 -1.046288 -0.02 0.01 0.00 0.001
C -1.524724 5.284463 0.719973 -0.04 0.03 0.03 0.000
N -0.507912 4.255412 0.481764 0.09 -0.09 0.10 -0.001
C -0.076127 3.521013 1.662466 -0.10 0.03 -0.04 -0.001
C -0.199167 3.800451 -0.738399 -0.21 0.38 -0.06 -0.002
N 0.202125 2.520307 -0.881667 0.38 -0.87 -0.38 -0.013
N -0.294854 4.602128 -1.805246 -0.01 -0.11 0.01 -0.002
C -0.384883 4.046510 -3.156367 0.06 0.03 0.00 0.000
C -0.058039 6.048326 -1.744242 -0.01 0.03 -0.01 0.000
H -2.235173 4.902360 1.453230 0.03 -0.03 0.00 0.000
H -2.072683 5.500540 -0.190553 0.03 -0.02 -0.06 0.000
H -1.085235 6.201620 1.109369 0.03 0.01 -0.01 0.000
H -0.052749 4.201285 2.511722 0.02 0.01 -0.01 0.000
H 0.932245 3.131636 1.524620 0.05 0.02 -0.02 0.000
H -0.772283 2.712294 1.912561 -0.04 0.04 0.00 -0.001
H 0.596811 2.367111 -1.804635 -0.04 0.18 -0.07 0.000
H 0.603105 3.893616 -3.599424 0.00 0.01 0.02 0.000
H -0.922665 4.756710 -3.779863 -0.02 0.00 0.00 0.000
H -0.942216 3.112687 -3.154756 -0.03 0.00 0.01 0.000
H 0.344612 6.332649 -0.777981 -0.01 -0.03 0.04 0.000
H -0.967055 6.613243 -1.945579 -0.03 -0.02 0.02 0.000
H 0.678171 6.302984 -2.506212 0.01 -0.03 0.00 0.000
O 0.081985 -1.832168 -1.247982 -0.07 -0.26 -0.04 0.139
N 0.109247 -0.840367 -0.713250 0.33 1.68 0.36 0.141
```
Forces are in eV/Å.

Values from the calculation:
E_tot (Ha): -2324.1876
Largest force on an atom (hartree/bohr): 0.034
2S+1: 2
<S²>: 0.829
Net charge: +2
LUMO level (spin up / spin down) (eV): -7.80 / -8.23


# 6
Below is a 2-piece molecular cluster, C2H3BrCl2 overall, with properties calculated with the ωB97M-V functional and the def2-TZVPD basis.

The geometry in XYZ format:
```
8
Properties=species:S:1:pos:R:3:forces:R:3:lowdin_charge:R:1
C 0.160308 0.109131 0.756882 -2.13 -2.81 -3.45 -0.103
C -0.836390 -0.205625 1.502870 -0.64 0.25 1.77 -1.267
Cl -2.144064 -1.181547 1.095583 -0.65 -0.54 -0.21 0.668
Cl -0.819308 0.440795 3.098487 -0.52 0.04 0.76 0.623
Br 1.297576 0.874695 -3.458335 -0.02 0.36 0.13 0.314
H 1.337772 -0.474862 -3.844205 0.01 -0.37 -0.11 -0.302
H 0.837466 0.730287 1.087278 3.62 3.00 1.47 0.008
H 0.166639 -0.292875 -0.238560 0.33 0.07 -0.36 0.060
```
Forces are in eV/Å.

Values from the calculation:
E_tot (Ha): -3572.3616
Largest force on an atom (hartree/bohr): 0.096
SMILES: C=C(Cl)Cl.Br
LUMO level (eV): 0.64


Q: largest force on an atom of number 6 (C2H3BrCl2)?
A: 0.096 hartree/bohr